No. 1
{
  "formula": "C6H11N",
  "method": "wB97M-V/def2-TZVPD",
  "elements": ["H", "H", "H", "N", "C", "C", "H", "H", "H", "C", "H", "C", "C", "H", "H", "H", "C", "H"],
  "xyz": [[2.9486, -2.4539, 0.4315], [-0.6410, -2.1595, 0.0679], [-0.8799, 0.4347, -1.5672], [-0.7317, 1.0444, 0.3951], [-0.8406, 1.3253, -0.9493], [2.2070, -1.9069, -0.1527], [1.6528, -0.7977, 1.6506], [-0.9615, 3.5306, -1.0952], [1.7757, -2.3839, -1.0250], [-0.0839, -1.3938, 0.5885], [-0.3721, 1.7097, 1.0508], [-1.1044, -0.2603, 0.9167], [-0.9051, 2.5313, -1.4997], [2.7879, -1.0518, -0.5272], [-2.0208, -0.5693, 0.4132], [-1.1806, -0.1199, 1.9956], [1.2249, -1.2074, 0.7412], [-0.9624, 2.5956, -2.5801]],
  "smiles": "C=CNC/C=C/C",
  "de_lowest_kj_mol": 253.2,
  "largest_force_ha_per_bohr": 0.0513,
  "total_energy_ha": -289.87524
}

---

No. 2
{
  "formula": "C6H6",
  "method": "wB97M-V/def2-TZVPD",
  "elements": ["H", "H", "H", "C", "H", "C", "H", "C", "C", "C", "C", "H"],
  "xyz": [[1.0667, -1.4695, -1.5669], [2.2051, -1.4042, 0.0294], [-3.4046, -0.1557, 0.3401], [-2.6675, 0.6536, 0.3323], [-3.0202, 1.4270, -0.3586], [1.0186, -0.6749, -0.8261], [-2.6249, 1.0917, 1.3344], [-1.3525, 0.1650, -0.0742], [2.2122, -0.2629, -0.2173], [-0.2580, -0.2250, -0.4143], [3.1069, 0.5253, 0.2726], [3.7181, 0.3297, 1.1486]],
  "de_lowest_kj_mol": 665.1,
  "largest_force_ha_per_bohr": 0.0208,
  "total_energy_ha": -231.97298
}

---

No. 3
{
  "formula": "C31H59CsN3OSSi3",
  "method": "wB97M-V/def2-TZVPD",
  "elements": ["H", "H", "Si", "C", "C", "H", "H", "H", "H", "S", "H", "H", "H", "H", "H", "H", "H", "H", "C", "H", "H", "N", "H", "H", "H", "C", "H", "H", "C", "H", "N", "C", "C", "H", "H", "H", "H", "Si", "C", "C", "Cs", "H", "H", "H", "C", "H", "H", "C", "C", "C", "H", "H", "H", "H", "C", "H", "N", "H", "C", "H", "H", "C", "C", "H", "H", "H", "C", "H", "H", "H", "H", "H", "Si", "C", "H", "C", "H", "H", "H", "C", "H", "C", "C", "H", "H", "O", "C", "H", "C", "C", "C", "H", "C", "C", "C", "C", "H", "H", "H"],
  "xyz": [[-0.0121, -3.9592, -4.9037], [4.1741, 2.0129, -0.8280], [0.2748, -3.8392, 2.0735], [-5.9135, -2.5030, -0.5995], [-2.0312, -2.5520, 5.5554], [-0.6140, 4.3107, -1.7506], [2.4724, -4.5647, 1.0625], [2.7149, -3.2709, 2.2128], [3.1521, 0.1133, 1.0784], [3.2443, 0.2578, -2.2260], [-3.3977, -0.6443, 2.3127], [-0.5216, -5.5640, 3.7053], [-4.7318, 2.3896, 1.9157], [-4.0907, -3.6560, 2.5351], [2.4106, 3.6948, -2.4727], [-4.3088, -1.0897, 3.7441], [-0.7714, -4.0567, -0.2436], [-0.7524, 0.2888, 4.9769], [-2.9166, -2.5046, -2.8702], [-1.1721, 4.2967, 0.5507], [-4.8148, -1.5234, -2.7464], [2.9814, 2.8941, -2.2478], [2.4351, -0.9518, 5.1963], [-6.5616, 2.1531, 0.0183], [-2.9920, -2.4389, 6.0503], [2.7994, -0.0947, 2.0908], [-3.7358, -1.2347, -1.3542], [-3.8802, 2.5648, -2.2566], [2.5715, 1.6869, -2.7212], [-1.3999, 3.1147, -2.7994], [1.5855, 1.6687, -3.6569], [-2.8987, 3.3569, 1.3898], [-1.6968, -1.7985, -2.8151], [0.8896, 3.6319, -3.9413], [-2.0610, 4.7479, -2.6601], [-6.4923, -3.3139, -0.1570], [-4.0933, -4.1179, -3.6623], [-2.1589, -2.4340, 3.6326], [-5.7210, 1.6587, -0.4687], [-4.0854, 2.6980, 1.1047], [-0.6601, -1.1450, 0.0027], [-5.5509, -1.8478, 0.2157], [1.4184, 0.7411, -4.0266], [1.3122, -2.2711, 5.4682], [-2.5157, 3.6315, 2.8123], [-2.9173, -0.0351, 3.8808], [0.7114, 1.1588, 4.5718], [-4.0974, -2.0053, -2.0668], [-3.2814, -3.9290, 3.2033], [-2.4359, 3.4896, -0.9755], [-0.0497, -5.5713, 0.2679], [-1.3706, -1.7840, 5.9391], [0.9716, -6.1175, 2.9721], [0.4374, 2.4622, -5.1790], [1.8545, -1.7270, 4.7032], [2.0992, 3.0896, -5.1305], [-4.8360, -3.0593, -1.3784], [-5.9164, 1.5838, -1.5350], [-2.0884, 3.7604, 0.3385], [-1.4769, 3.9452, 2.8837], [-3.1948, -4.3131, -1.1556], [-3.3060, -0.9057, 3.3646], [-3.9862, -3.8826, -0.5440], [-5.6434, 0.6506, -0.0639], [0.2705, -1.8603, -3.6959], [-2.7113, -4.7150, 2.7269], [-2.0705, -4.1894, -4.3609], [2.5512, -2.4271, 4.2544], [-6.5737, -1.9196, -1.2404], [-1.6186, -3.5118, 5.8509], [-3.1457, 4.4163, 3.2332], [-3.5291, -3.3184, 0.2864], [0.6187, -1.0756, 3.3819], [0.4588, -5.2465, 3.3694], [1.0052, -4.9129, 4.2439], [-1.5705, 3.9420, -2.1124], [4.6012, 3.6980, -1.2037], [-3.7290, -4.3446, 4.1001], [3.1734, 3.3413, -0.1972], [3.7747, 3.0026, -1.0465], [-4.5805, -4.6959, -0.1237], [-0.6164, -4.7090, 0.6100], [-0.6972, -2.3625, -3.6289], [3.4450, -0.8573, 2.5295], [2.1434, -2.9108, 0.6036], [1.4804, -0.5272, 2.0402], [-4.4507, 2.4063, -0.2024], [-1.5904, -5.0680, 0.9205], [2.0644, -3.6223, 1.4199], [-0.8489, -3.5389, -4.3501], [-3.1195, -3.6388, -3.6495], [2.8987, 0.8166, 2.6902], [-0.0747, 0.5262, 4.1667], [-0.5810, -2.2860, 2.6631], [-3.6130, 2.7988, -1.2345], [1.2434, 2.7740, -4.5191], [-2.2083, -5.1078, -4.9227], [-2.6491, 2.7357, 3.4153], [-0.6237, 1.1112, 3.4365]],
  "total_charge": -1,
  "de_lowest_kj_mol": 139.1,
  "largest_force_ha_per_bohr": 0.0369,
  "total_energy_ha": -2743.04410
}